The following is a quantum chemistry calculation of a molecular structure, C13H20N4S, from OMol25.

Its relative energy (zero: lowest compared OMol25 entry of this formula, charge and spin) is 1278.65 kJ/mol. The HOMO energy is -8.0 eV. As for the HOMO-LUMO gap: 0.31319 Eh. Its max |F| is 15.31 eV/Å. Its net charge is 0. For the total energy, the calculation gives -1124.06169 a.u.

Each line ends with the natural charge from an NBO analysis.
Cartesian coordinates (Å):
C  -2.8430  -1.2209  -1.6191  -0.571
C  -2.9876  -0.0542  -0.8199  -0.046
C  -4.2566  0.5901  -0.7376  -0.102
C  -4.6103  1.5845  0.0363  -0.280
C  -3.6024  2.0525  0.5919  -0.125
C  -2.4105  1.6121  0.7166  -0.252
C  -2.2008  0.4299  0.0765  0.170
N  -0.8112  0.0843  -0.2619  -0.644
C  -0.4182  -1.1094  0.2142  0.303
S  -1.2727  -2.3807  0.9205  -0.295
N  0.9185  -1.1385  0.2384  -0.448
N  1.7560  -0.1855  -0.1372  -0.300
C  2.7725  -0.7690  -1.2602  -0.278
C  3.6206  0.7431  -1.4136  -0.145
N  4.3491  1.1089  -0.4391  -0.428
C  5.4688  0.3090  0.1116  -0.385
H  6.2118  0.1637  -0.8453  0.174
H  6.0473  0.7748  0.8744  0.209
H  5.4420  -0.5900  0.2195  0.158
C  3.4450  1.3724  0.9341  -0.246
C  2.5754  0.0880  1.0591  -0.273
H  1.8000  0.4260  2.1066  0.211
H  3.2589  -0.6221  1.5461  0.202
H  4.0014  1.6614  1.8625  0.230
H  2.8032  2.3236  0.3206  0.202
H  4.3673  0.4647  -2.2832  0.180
H  2.9424  1.2824  -1.7568  0.180
H  2.1735  -0.6806  -2.0449  0.211
H  3.3199  -1.4832  -0.8042  0.191
H  1.3592  -2.2394  0.7023  0.364
H  -0.0328  0.8518  -0.3158  0.430
H  -1.5685  2.1362  1.0734  0.219
H  -3.7782  3.1519  1.3606  0.150
H  -5.6889  1.8894  0.1040  0.235
H  -5.2574  -0.0292  -1.2544  0.177
H  -2.8346  -1.9344  -1.0755  0.217
H  -1.9025  -1.1267  -2.3735  0.198
H  -3.6793  -1.2873  -2.1855  0.210